[1]
ORCA calculation (ωB97M-V/def2-TZVPD) on a structure of composition C24H46CeCl3N2O4Si.

The geometry in XYZ format:
```
81
Properties=species:S:1:pos:R:3
C 1.1323 -2.8015 -4.4812
C 1.4604 -2.4399 -3.0762
H 1.5915 -3.7716 -4.7089
H 1.5101 -2.0718 -5.2006
H 0.0596 -2.8829 -4.6252
C 2.7363 -2.4628 -2.6614
C 3.8840 -2.6747 -3.5743
H 3.0241 -2.2831 -1.6287
H 4.0365 -1.8228 -4.2631
H 3.7313 -3.5839 -4.1773
H 4.8056 -2.8185 -2.9834
Ce -0.9247 2.2394 1.3749
Cl -2.8486 0.5150 0.7902
Cl -0.8596 4.0287 -0.5220
C -1.0823 -0.2682 3.5871
O -0.8095 0.9743 3.5385
N -0.2913 -1.1719 4.1821
C 0.9660 -0.7124 4.7590
C -0.8134 -2.4615 4.6038
H -1.9546 -0.6671 3.0613
H 1.3967 0.0554 4.1132
H 1.6501 -1.5622 4.8463
H 0.7885 -0.2884 5.7594
H -1.6312 -2.7642 3.9420
H -1.1899 -2.4188 5.6378
H -0.0222 -3.2210 4.5635
H 2.6661 1.3755 -1.6823
H 4.2274 -0.4497 -0.3152
C 3.0848 2.0668 -0.9339
C 4.4484 0.4217 0.3217
N 3.3261 1.3586 0.3221
H 2.3823 2.8854 -0.7553
C 2.6493 1.6775 1.4479
O 1.8228 2.6079 1.5666
H 4.6367 0.0779 1.3450
H 2.8511 0.9743 2.2797
H 4.0434 2.4472 -1.3066
H 5.3446 0.9200 -0.0783
O -0.0012 -0.6176 -2.6647
C 0.3130 -1.9695 -2.2457
C 1.6407 -1.5785 -0.0949
C 0.5767 -2.2124 -0.7501
H 2.1291 -0.7241 -0.5941
C 2.0250 -1.9797 1.2127
H -0.5479 -2.6063 -2.4755
C -0.1797 -3.1423 -0.0513
H 2.8040 -1.4228 1.7353
C 1.3388 -3.0158 1.8398
C 0.2265 -3.5778 1.2135
H -1.0640 -3.5491 -0.5271
H 1.7031 -3.3721 2.8017
H -0.3227 -4.3655 1.7192
Si -0.7376 0.2850 -3.7901
Cl 0.3144 0.2035 1.1006
C 0.0167 2.0112 -3.6499
C -2.5140 0.3922 -3.1944
C -0.5650 -0.2509 -5.5812
H 0.0170 2.3157 -2.5963
H -0.5623 2.7585 -4.2050
H 1.0504 2.0260 -4.0278
H 0.4798 -0.3779 -5.9217
H -0.9947 0.5494 -6.2115
H -1.1357 -1.1702 -5.7604
H -2.7911 -0.5684 -2.7416
H -3.2627 0.6435 -3.9572
H -2.5583 1.1547 -2.4117
C -2.6974 3.0837 4.4485
C -3.6950 2.7628 3.3606
O -3.1274 3.1999 2.1049
C -4.0451 3.5369 1.0525
C -5.2806 2.6640 0.8921
H -1.8183 2.4277 4.4240
H -3.1479 2.9500 5.4316
H -2.3442 4.1157 4.3785
H -3.8639 1.6708 3.2982
H -4.6531 3.2780 3.5500
H -4.3259 4.5897 1.2042
H -3.4467 3.4883 0.1341
H -5.7878 2.4623 1.8364
H -5.9794 3.1836 0.2318
H -5.0139 1.7209 0.4137
```

Properties
2S+1   2
E_HOMO (alpha / beta)   -0.295 / -0.295 Ha
Maximum force   0.0464 hartree/bohr
Energy relative to the best compared isomer or geometry (same formula, charge and spin)   39.6 kcal/mol

---

[2]
ORCA calculation (ωB97M-V/def2-TZVPD) on a structure of composition C24H46Cl2CuN3O5Si.

The geometry in XYZ format:
```
82
Properties=species:S:1:pos:R:3
C -2.3874 -4.0499 -0.7080
C -1.1051 -4.8067 -0.5156
H -2.7092 -4.1002 -1.7552
H -2.2724 -3.0028 -0.4132
H -3.1824 -4.5043 -0.0964
C -0.8918 -5.9962 -1.1151
C -1.8319 -6.6418 -2.0728
H -0.0388 -6.6171 -0.8438
H -2.1570 -5.9618 -2.8720
H -2.7283 -7.0230 -1.5628
H -1.3337 -7.5000 -2.5378
Cu -1.2779 1.1198 0.9498
Cl -2.8359 0.1068 1.9167
C 0.8526 1.9080 2.2265
O 0.4669 1.9405 1.0125
N 2.1223 2.0967 2.5694
C 3.1673 2.2548 1.5501
C 2.5123 1.9742 3.9679
H 0.1428 1.7354 3.0574
H 2.8162 2.9456 0.7698
H 3.4328 1.2880 1.0928
H 4.0491 2.6592 2.0598
H 1.7136 2.4044 4.5888
H 3.4475 2.5155 4.1292
H 2.6504 0.9219 4.2701
H 0.8575 7.5343 1.3316
H -1.0586 8.6173 1.8098
C 0.3599 7.0245 0.5013
C -1.7497 7.7846 1.6752
N -1.0330 6.7763 0.8643
H 0.8403 6.0625 0.3024
C -1.6094 5.6822 0.4027
O -1.1694 4.8157 -0.3501
H -2.0054 7.3906 2.6727
H -3.0719 6.3040 1.5683
H 0.4309 7.6508 -0.4022
H -2.6437 8.1545 1.1483
H -4.1593 2.5643 -3.5439
H -1.6741 0.1021 -3.4593
C -3.1575 2.8802 -3.8828
C -1.3985 1.0919 -3.8493
N -2.1122 2.1604 -3.1606
H -3.0624 3.9592 -3.7078
C -1.9611 2.3135 -1.8376
O -1.3158 1.5140 -1.1199
H -0.3125 1.2195 -3.7299
H -2.4452 3.2263 -1.4317
H -3.0512 2.6612 -4.9492
H -1.6644 1.1676 -4.9086
O -0.0266 -2.7896 0.2930
C -0.1603 -4.2051 0.5193
C 1.9156 -5.5071 -0.2862
C 1.1474 -4.9750 0.7525
H 1.5712 -5.4144 -1.3183
C 3.1534 -6.1285 -0.0253
H -0.7249 -4.2452 1.4675
C 1.5728 -5.1720 2.0725
H 3.7628 -6.4807 -0.8627
C 3.5817 -6.2954 1.2929
C 2.7699 -5.8420 2.3390
H 0.9317 -4.8038 2.8764
H 4.5489 -6.7677 1.4972
H 3.0758 -6.0036 3.3740
Si 1.0904 -1.9399 -0.8127
Cl -0.1623 -2.1730 -2.4859
C 2.4413 -2.9271 -1.7306
C 1.7726 -1.4433 1.0524
C 1.7378 -0.1755 -1.1588
H 3.0464 -3.5867 -1.0933
H 3.0913 -2.1774 -2.1944
H 1.9891 -3.5286 -2.5371
H 1.7159 0.0155 -2.2345
H 2.7866 -0.1126 -0.8461
H 1.1670 0.6040 -0.6381
H 2.1529 -2.3361 1.5618
H 0.9340 -1.0644 1.6577
H 2.5816 -0.6989 1.1041
C -3.6274 4.2740 0.9625
O -2.9630 5.5909 0.8888
H -3.8412 4.0140 -0.0681
H -4.5403 4.4176 1.5466
H -2.9473 3.5530 1.4223
```

Properties
2S+1   2
E_HOMO (alpha / beta)   -0.067 / -0.138 Ha
Net charge   -1
Maximum force   0.0781 hartree/bohr

---

[3]
ORCA calculation (ωB97M-V/def2-TZVPD) on a structure of composition C24H46Cl2N3O7PbSSi.

The geometry in XYZ format:
```
85
Properties=species:S:1:pos:R:3
C -1.1744 4.7781 -0.7095
C -1.9069 4.6535 -2.0089
H -0.4505 5.5979 -0.7585
H -0.6517 3.8488 -0.4402
H -1.8717 5.0075 0.1111
C -1.9514 5.6183 -2.9374
C -1.4309 6.9992 -2.7283
H -2.4066 5.4146 -3.9068
H -0.4533 7.0267 -2.2302
H -2.1171 7.6261 -2.1399
H -1.3226 7.4874 -3.7015
Pb 2.1454 -1.4824 2.1230
Cl 1.0486 0.9139 1.8795
C -0.8015 -2.6690 0.8258
O 0.3795 -2.5021 0.4439
N -1.7420 -3.1898 0.0298
C -1.3549 -3.7048 -1.2761
C -3.1544 -2.9845 0.3098
H -1.1512 -2.3996 1.8371
H -0.3190 -4.0501 -1.2292
H -1.4395 -2.9314 -2.0522
H -2.0177 -4.5308 -1.5436
H -3.2640 -2.6481 1.3465
H -3.7024 -3.9224 0.1694
H -3.5827 -2.2267 -0.3632
H 3.3651 -7.3907 2.4923
H 3.4351 -7.2000 5.2086
C 4.1191 -6.5981 2.5727
C 4.0708 -6.3196 5.0495
N 3.8609 -5.7500 3.7258
H 4.0992 -5.9841 1.6713
C 3.3440 -4.5237 3.5611
O 3.0886 -4.0242 2.4489
H 3.8334 -5.5651 5.8060
H 3.1611 -3.9854 4.5088
H 5.0908 -7.0839 2.6961
H 5.1154 -6.6333 5.1593
H 4.7552 2.1229 1.6653
H 2.9670 1.4004 -0.0358
C 5.4737 1.3846 1.2928
C 3.8689 1.0287 -0.5501
N 4.8040 0.4586 0.3985
H 5.8704 0.8454 2.1544
C 4.9096 -0.8822 0.5088
O 4.0736 -1.6890 0.0634
H 3.5818 0.2530 -1.2666
H 5.7912 -1.2184 1.0782
H 6.2684 1.9211 0.7588
H 4.3611 1.8670 -1.0608
O -1.5013 2.4355 -2.6913
C -2.5472 3.2970 -2.2535
C -3.5334 3.1476 -4.6106
C -3.7181 3.2948 -3.2329
H -2.5269 2.9742 -5.0023
C -4.6378 3.2452 -5.4665
H -2.9200 2.9611 -1.2729
C -5.0007 3.5120 -2.7081
H -4.4913 3.1108 -6.5405
C -5.9050 3.5348 -4.9482
C -6.0895 3.6668 -3.5645
H -5.1037 3.5960 -1.6229
H -6.7535 3.6594 -5.6232
H -7.0728 3.8964 -3.1470
Si -1.1685 0.8121 -2.6096
Cl 4.2396 -0.5977 3.5310
C -0.2656 0.3799 -4.1845
C -2.7774 -0.1258 -2.4937
C -0.0547 0.5694 -1.1473
H -0.7960 0.7669 -5.0649
H -0.1726 -0.7114 -4.2826
H 0.7424 0.8171 -4.1684
H 0.8055 1.2522 -1.2012
H 0.3295 -0.4569 -1.0619
H -0.5629 0.7909 -0.2016
H -3.4678 0.1942 -3.2872
H -3.2777 0.0409 -1.5304
H -2.6022 -1.2035 -2.6138
C 0.6712 -0.9857 7.5706
S -0.2983 -1.4895 5.0940
O 0.5378 -2.0054 6.5887
O -1.5371 -2.2562 5.1655
O 0.6874 -2.0606 4.1015
H 0.2438 -1.3618 8.5079
H 0.1647 -0.0470 7.2920
H 1.7446 -0.8182 7.7224
```

Properties
E_HOMO   -0.185 Ha
Net charge   -1
Maximum force   0.0424 hartree/bohr
Energy relative to the best compared isomer or geometry (same formula, charge and spin)   0.0 kcal/mol